A structure of composition C23H25N5O3, computed with the ωB97M-V functional and the def2-TZVPD basis.

Energy relative to the best compared isomer or geometry (same formula, charge and spin) ... 233.7 kcal per mole
HOMO ... -0.260 hartree

Last column: natural (NBO) charge in e.
Positions of all 56 atoms, in Å:
C 2.29106 -3.44306 1.15793  -0.42
N 1.83216 -2.29400 0.41159  -0.46
C 2.30627 -2.05317 -0.85857  0.70
O 3.12928 -2.69078 -1.43878  -0.59
C 1.57402 -0.80445 -1.36663  -0.11
C 0.72572 -1.08670 -2.60681  -0.42
C 1.56440 -1.50184 -3.79634  -0.04
C 1.33528 -2.73144 -4.42302  -0.20
C 2.18723 -3.16689 -5.44146  -0.20
C 3.23966 -2.34573 -5.87031  -0.22
C 3.42850 -1.08599 -5.28628  -0.22
C 2.58161 -0.65928 -4.25739  -0.16
N 0.77982 -0.39559 -0.20975  -0.44
C 0.05262 0.73817 -0.27407  0.05
C -0.73757 1.15838 0.80896  -0.35
C -1.54927 2.27091 0.92277  -0.02
C -2.37421 2.67404 2.04470  -0.10
C -2.38691 1.84648 3.18902  -0.14
C -3.21147 2.15265 4.25554  0.01
N -3.20230 1.30256 5.38100  0.50
O -3.95644 1.65780 6.31478  -0.37
O -2.48072 0.27860 5.40629  -0.38
C -4.03427 3.27630 4.22801  -0.18
C -4.03967 4.09270 3.09891  -0.20
C -3.24423 3.82504 1.99722  -0.17
C 0.86275 -1.34159 0.93408  0.35
C -0.47103 -2.05750 1.19780  -0.64
C 1.41390 -0.70311 2.21929  -0.64
H 2.95753 -4.04161 0.53582  0.25
H 2.83120 -3.13015 2.05835  0.20
H 1.44071 -4.06189 1.46305  0.20
H 2.32299 -0.02315 -1.59003  0.21
H -0.00052 -1.87979 -2.36242  0.22
H 0.15796 -0.17226 -2.83852  0.21
H 0.50669 -3.35406 -4.07395  0.21
H 2.03115 -4.14986 -5.89220  0.22
H 3.91208 -2.68721 -6.65960  0.22
H 4.24042 -0.43487 -5.61861  0.21
H 2.72035 0.31692 -3.78425  0.19
H 0.14780 1.29928 -1.22183  0.20
H -0.88980 0.58716 1.70712  0.22
H -2.13184 2.55348 -0.19449  0.36
H -1.76473 0.95840 3.22337  0.22
H -4.64508 3.47265 5.10084  0.25
H -4.68077 4.96473 3.09710  0.23
H -3.30920 4.51886 1.15140  0.25
H -0.76833 -2.62131 0.30109  0.22
H -0.34507 -2.76735 2.02637  0.22
H -1.25679 -1.34263 1.46216  0.22
H 2.44289 -0.35964 2.04316  0.23
H 0.79445 0.13598 2.54821  0.23
H 1.43650 -1.45411 3.02007  0.22
N -1.15699 3.38643 -0.57180  -0.81
C -1.69763 4.62178 -0.53064  0.40
N -2.04335 5.77306 -0.60955  -0.39
H -0.86880 2.97866 -1.52869  0.44

A structure of composition C30H30N6O2PSe3TaTe, computed with the ωB97M-V functional and the def2-TZVPD basis.

Energy relative to the best compared isomer or geometry (same formula, charge and spin) ... 21.4 kcal per mole
HOMO ... -0.283 hartree

Last column: Löwdin charge in e.
Positions of all 74 atoms, in Å:
Ta 0.12575 0.47711 0.02754  1.27
Se 1.64811 2.48987 0.27604  0.16
Se 0.76811 4.13268 1.67320  -0.12
Te -1.32584 4.40496 0.34305  0.36
Se -1.90178 1.98511 0.65018  0.00
O 3.97278 -0.11923 -0.83952  0.13
C 2.90140 -0.63381 -0.93955  -0.64
O 1.74542 0.04962 -0.99054  -0.44
C 2.62840 -2.12727 -0.98460  -0.19
P 0.85006 -2.41811 -0.61754  1.08
C 0.05808 -2.63165 -2.23908  -0.36
C -1.19287 -3.25112 -2.28389  -0.11
C -1.89617 -3.32753 -3.47446  -0.08
C -1.36196 -2.78092 -4.63504  -0.07
C -0.12277 -2.15964 -4.60003  -0.07
C 0.58238 -2.08160 -3.40613  -0.09
C 0.83584 -4.07260 0.13278  -0.35
C 0.89129 -5.24875 -0.61248  -0.08
C 0.91348 -6.47613 0.03093  -0.07
C 0.88182 -6.53782 1.41858  -0.08
C 0.82909 -5.37050 2.16583  -0.07
C 0.80156 -4.14029 1.52453  -0.09
H 3.24338 -2.61041 -0.22506  0.11
H 2.92854 -2.52376 -1.95591  0.11
H -1.61590 -3.68151 -1.38180  0.10
H -2.86180 -3.81734 -3.49599  0.11
H -1.91003 -2.84190 -5.56639  0.10
H 0.30798 -1.72777 -5.49380  0.09
H 1.54188 -1.57848 -3.40988  0.09
H 0.91022 -5.20442 -1.69463  0.11
H 0.95799 -7.38726 -0.55142  0.11
H 0.89909 -7.49882 1.91620  0.10
H 0.80753 -5.41478 3.24721  0.11
H 0.76808 -3.22829 2.11157  0.07
N -3.08144 0.09780 -1.74757  0.15
C -2.96810 -0.84974 -0.81444  -0.40
C -4.04474 -1.76573 -0.66907  -0.02
C -3.97855 -2.77051 0.24302  -0.05
C -2.82479 -2.88979 1.03148  -0.06
C -1.83654 -1.96916 0.85993  -0.22
N -1.86537 -0.93407 -0.02643  -0.06
H -3.90891 0.12698 -2.31281  0.11
H -2.31556 0.72684 -1.94766  0.02
H -4.90686 -1.64058 -1.31031  0.12
H -4.79860 -3.46900 0.34853  0.12
H -2.70158 -3.67843 1.75906  0.11
H -0.93848 -2.03871 1.44846  0.05
C -1.62590 0.10685 5.87585  -0.12
N -1.78240 0.60026 4.52378  -0.25
C -1.04633 1.83624 4.32865  -0.11
C -1.56389 -0.37885 3.46393  -0.20
C -0.10843 -0.73716 3.20226  -0.26
C 0.52778 -1.52598 4.16646  -0.06
C 1.88080 -1.81924 4.10538  -0.08
C 2.63633 -1.27772 3.07726  -0.08
C 2.00354 -0.50479 2.11756  -0.18
C 0.61469 -0.25945 2.08542  -0.28
H -2.05298 0.83471 6.56859  0.08
H -0.57713 -0.05071 6.17283  0.08
H -2.16720 -0.83342 5.99823  0.08
H -1.40909 2.58453 5.03564  0.09
H -1.20446 2.21076 3.31887  0.00
H 0.03862 1.71908 4.48168  0.09
H -2.01042 0.02605 2.55739  0.04
H -2.12652 -1.27816 3.73181  0.12
H -0.06150 -1.92586 4.98259  0.11
H 2.33969 -2.44334 4.86218  0.11
H 3.70593 -1.43740 3.02510  0.11
H 2.65116 -0.06088 1.37122  0.05
N 1.95782 0.15303 -5.64339  0.13
C 1.29818 0.78996 -4.94042  -0.37
N 0.53472 1.56333 -4.18286  0.13
C 0.06938 1.19533 -3.07954  -0.31
N -0.44144 0.93333 -2.04756  -0.06

A structure of composition C24H40CaClN3O2SSe2, computed with the ωB97M-V functional and the def2-TZVPD basis.

Energy relative to the best compared isomer or geometry (same formula, charge and spin) ... 11.6 kcal per mole
HOMO ... -0.484 hartree
Charge ... +2

Last column: Löwdin charge in e.
Positions of all 74 atoms, in Å:
Ca 0.02824 -0.00330 0.37623  1.16
C -2.76366 -2.47522 -1.19230  -0.35
Se -2.42613 -1.57991 0.50586  0.89
C -3.66688 -0.07453 0.32550  -0.51
C -3.45464 0.80683 -0.89066  -0.51
Se -1.81260 1.87886 -0.90700  0.90
C -2.35110 3.18546 0.43667  -0.35
H -3.83087 -2.66674 -1.26350  0.05
H -2.23120 -3.42208 -1.15785  0.03
H -2.41754 -1.88780 -2.03692  0.03
H -3.59234 0.47799 1.26398  0.05
H -4.66479 -0.51354 0.29396  0.09
H -4.26949 1.52705 -0.97185  0.09
H -3.44466 0.23524 -1.81739  0.06
H -3.15277 3.78659 0.01732  0.05
H -1.49385 3.82038 0.64547  0.04
H -2.68130 2.68572 1.34304  -0.01
O 1.71155 0.01389 -0.93496  -0.80
S 2.36461 0.40051 -2.27513  1.03
C 4.06226 -0.23858 -2.21345  -0.29
C 4.96911 0.90124 -1.76267  -0.21
C 4.38807 2.16064 -2.39835  -0.22
C 2.89791 2.12780 -2.07380  -0.30
H 4.28715 -0.56318 -3.23082  0.10
H 4.03876 -1.11387 -1.56576  0.10
H 5.99566 0.71819 -2.07546  0.13
H 4.96346 0.98351 -0.67432  0.12
H 4.54465 2.15239 -3.47856  0.13
H 4.83744 3.07403 -2.01126  0.13
H 2.27403 2.76932 -2.69230  0.10
H 2.72179 2.34279 -1.01822  0.10
C -2.96493 -0.51841 8.56026  -0.03
C -1.66430 -1.13374 8.02418  -0.52
C -0.50018 -0.47480 8.78110  -0.04
C -1.67604 -2.63612 8.32358  -0.03
C -1.54492 -0.86955 6.48201  -0.43
O -1.52140 0.52381 6.21925  -0.01
C -2.71303 -1.54693 5.73068  -0.09
C -3.06121 -1.03530 4.32074  -0.14
C -3.65290 0.35063 4.25767  -0.24
C -2.90047 1.43893 3.81802  -0.08
C -3.43433 2.71796 3.78815  -0.12
C -4.75129 2.91453 4.18268  -0.67
Cl -5.42373 4.50634 4.13445  0.71
C -5.52080 1.85006 4.62341  -0.08
C -4.96384 0.57868 4.66242  -0.02
C -0.15943 -1.37404 5.98987  -0.01
N 0.26929 -0.74118 4.74375  -0.07
C 0.13686 -1.17517 3.50103  -0.16
N 0.53529 -0.23490 2.64681  -0.09
C 0.98348 0.75827 3.48348  -0.20
N 0.85078 0.47471 4.74772  0.16
H -2.98944 -0.63998 9.64270  0.10
H -3.86444 -0.99668 8.17026  0.08
H -3.03068 0.55699 8.37477  0.09
H -0.76117 -0.38336 9.83479  0.09
H -0.28977 0.52433 8.39938  0.10
H 0.41563 -1.06689 8.74490  0.08
H -1.72562 -2.78728 9.40256  0.10
H -0.76683 -3.13284 7.97642  0.09
H -2.53796 -3.14156 7.88640  0.09
H -2.32386 0.92198 6.57618  0.10
H -3.61777 -1.43766 6.33288  0.11
H -2.52311 -2.62142 5.68184  0.12
H -3.77918 -1.74189 3.89533  0.12
H -2.20035 -1.05742 3.66215  0.05
H -1.85263 1.29252 3.56517  0.10
H -2.83423 3.57269 3.50348  0.11
H -6.54306 2.01694 4.93333  0.12
H -5.57109 -0.25063 5.00758  0.13
H -0.16254 -2.44947 5.82712  0.14
H 0.61206 -1.13522 6.71351  0.13
H -0.26999 -2.13935 3.24635  0.14
H 1.41515 1.68805 3.14855  0.12

The highest HOMO belongs to which entry? C23H25N5O3

Which of these has the highest energy relative to the best compared isomer or geometry (same formula, charge and spin)? C23H25N5O3